The following is a DFT calculation (wB97M-V/def2-TZVPD) of the molecule C6H7NO in a non-equilibrium geometry.

```
15
Properties=species:S:1:pos:R:3:nbo_charge:R:1
C 2.371 0.747 -0.014 -0.70
C 1.274 -0.413 -0.022 0.56
C -0.072 -0.192 -0.038 -0.10
C -0.856 0.978 -0.048 -0.20
C -2.223 0.555 0.015 -0.26
C -2.103 -0.850 -0.050 0.02
H 3.300 0.242 0.152 0.24
H 2.214 1.486 -0.874 0.23
H 2.275 0.981 0.911 0.22
H -0.303 2.052 -0.109 0.23
H -2.959 0.959 0.063 0.15
H -3.193 -1.549 0.023 0.22
H -0.566 -2.201 0.082 0.45
N -0.873 -1.198 -0.029 -0.46
O 1.714 -1.597 -0.061 -0.61
```

E_HOMO ... -8.765 eV
LUMO energy ... 0.0243 Ha
Total charge ... 0
Kohn-Sham gap ... 9.4 eV